The following is a quantum chemistry calculation of a molecular structure, C7H17AlNO3 in a non-equilibrium geometry, from OMol25.

Computed properties:
Kohn-Sham gap	6.99	eV
spin multiplicity	1
charge	-1
LUMO	3.370	eV
F_max	1.085	eV Å⁻¹
E_HOMO	-3.62	eV

Cartesian coordinates (Å):
C: 3.00565 -0.58466 0.84735
C: 2.83955 0.80856 0.26216
C: 3.94745 1.22257 -0.69918
N: 1.87371 1.56470 0.55385
Al: 0.31507 1.32217 -0.49993
C: -1.32922 2.17788 0.34624
O: -2.16802 1.23164 1.06430
C: -3.02453 0.56234 0.20790
O: -3.43361 -0.63465 0.78476
C: -2.42765 -1.62344 0.83546
C: -2.02783 -2.12867 -0.53806
O: -1.28752 -3.33566 -0.39127
H: 4.04653 -0.89473 0.96178
H: 2.52979 -1.29471 0.16773
H: 2.50035 -0.65035 1.80422
H: 3.54266 1.98039 -1.36216
H: 4.31813 0.36424 -1.26046
H: 4.79010 1.64665 -0.15214
H: 0.60102 1.90939 -2.00011
H: 0.02640 -0.26927 -0.67405
H: -1.09249 2.96460 1.06355
H: -1.93599 2.67334 -0.42524
H: -2.51485 0.40771 -0.75089
H: -3.93766 1.14176 0.02684
H: -1.54726 -1.26969 1.37300
H: -2.84046 -2.46142 1.39808
H: -2.92413 -2.27854 -1.14282
H: -1.41636 -1.37140 -1.02832
H: -0.42884 -3.18074 -0.77259

***

The following is a quantum chemistry calculation of 2 unconnected molecules or ions with the total composition C2H6N4OS in a non-equilibrium geometry, from OMol25.

Computed properties:
Kohn-Sham gap	8.46	eV
spin multiplicity	1
LUMO	0.236	eV
energy relative to the best compared isomer or geometry (same formula, charge and spin)	90.0	kcal/mol
F_max	2.039	eV Å⁻¹
E_HOMO	-8.23	eV

Cartesian coordinates (Å):
C: -3.04996 0.04259 -0.36024
C: -1.72758 0.48998 -0.63002
N: -0.87494 0.46455 0.45003
N: -1.38854 0.11840 1.62490
N: 2.87330 -0.58073 -0.52597
N: 2.07605 0.05598 0.49398
O: -4.00609 -0.18703 -1.03287
S: -2.97194 -0.32964 1.46690
H: -1.34741 0.66504 -1.62588
H: 1.70415 -0.71778 1.04291
H: 0.18620 0.65171 0.33813
H: 3.37860 -0.04165 -1.21523
H: 2.37621 -1.16500 -1.17638
H: 2.77195 0.53360 1.14974

***

The following is a quantum chemistry calculation of a molecular structure, C3HO2Sm in a non-equilibrium geometry, from OMol25.

Computed properties:
Kohn-Sham gap (alpha / beta)	6.16 / 6.32	eV
spin multiplicity	7
charge	+1
LUMO (alpha / beta)	-6.077 / -5.937	eV
energy relative to the best compared isomer or geometry (same formula, charge and spin)	81.3	kcal/mol
expectation value of S²	12.01
F_max	5.753	eV Å⁻¹
E_HOMO (alpha / beta)	-12.23 / -12.26	eV

Cartesian coordinates (Å):
C: 0.00750 -1.25670 0.00774
H: 0.23766 -2.12941 -0.59177
C: 0.19517 -0.27079 0.78425
O: -1.71864 0.02773 -0.22951
C: -0.81807 0.76834 0.34482
Sm: 2.37562 1.06358 -0.19104
O: -0.27924 1.79724 -0.12449

***

The following is a quantum chemistry calculation of 4 unconnected molecules or ions with the total composition C68H64BrN2O10P2S in a non-equilibrium geometry, from OMol25.

Computed properties:
Kohn-Sham gap	4.61	eV
spin multiplicity	1
charge	-1
LUMO	0.243	eV
energy relative to the best compared isomer or geometry (same formula, charge and spin)	180.0	kcal/mol
F_max	4.466	eV Å⁻¹
E_HOMO	-4.36	eV

Cartesian coordinates (Å):
C: -0.26701 -2.68135 2.15395
C: -1.12256 -2.45181 0.78406
N: -1.69490 -1.08334 0.71866
C: -0.89639 -0.11352 -0.08538
C: -1.17815 1.31082 0.62153
C: -1.70242 1.26917 2.12936
C: -0.69122 0.66020 3.20945
C: 0.09653 1.72403 4.09060
C: 0.82899 2.99261 3.55137
C: 1.63581 3.98539 4.42713
C: 1.73619 3.70324 5.94884
C: 0.98441 2.45693 6.54930
C: 0.18202 1.47631 5.64567
O: 0.49681 -0.47497 -0.34112
P: 1.08976 -0.11835 -1.96688
C: 1.24280 1.76993 -1.72951
S: 2.48394 2.39116 -0.53018
C: 2.62278 1.41075 1.01803
C: 3.75552 2.15871 1.93157
O: 2.69629 -0.56869 -1.46979
C: 3.73994 -0.23768 -2.33473
O: 3.86431 -0.42387 -3.56242
C: 5.06057 0.39914 -1.63474
C: 5.83020 -0.49158 -0.61698
C: 7.14702 -0.00692 0.07403
C: 7.73664 1.40062 -0.26596
C: 6.92975 2.30100 -1.27390
C: 5.60448 1.81408 -1.96460
P: 0.87550 -2.24614 -2.54297
N: 1.83243 -2.71429 -3.74969
O: -0.57000 0.01666 -2.57254
C: -1.57425 -0.22297 -1.57155
C: -3.05191 0.35478 -1.80682
C: -3.19929 1.45238 -2.95730
C: -2.19064 2.69146 -2.87391
Br: -5.05287 2.23545 -2.70576
H: 0.70789 -2.09552 2.06827
H: -0.93825 -2.23552 2.98431
H: -0.14343 -3.78869 2.39674
H: -2.02683 -3.17286 0.89597
H: -0.56937 -2.80285 -0.14907
H: -2.69855 -1.06601 0.51122
H: -0.19546 1.92701 0.60601
H: -1.93006 1.97504 0.04179
H: -1.90762 2.37142 2.42980
H: -2.72584 0.74611 2.26293
H: -1.21498 -0.09709 3.90200
H: 0.10001 0.06263 2.62351
H: 0.75659 3.15046 2.40988
H: 2.15466 4.85886 3.89581
H: 2.35682 4.40910 6.60189
H: 1.04600 2.26490 7.67962
H: -0.35111 0.56568 6.10798
H: 1.38615 0.14061 -3.37493
H: 0.21606 2.26175 -1.51534
H: 1.53771 2.18768 -2.76985
H: 3.03424 0.33583 0.88853
H: 1.63155 1.27632 1.58497
H: 3.47476 2.13226 3.03549
H: 3.92247 3.23758 1.54199
H: 4.75550 1.61896 1.71389
H: 5.45266 -1.54620 -0.34884
H: 7.68114 -0.72811 0.79228
H: 8.72182 1.73122 0.21696
H: 7.39181 3.33025 -1.50589
H: 5.07843 2.51228 -2.70656
H: 1.21800 -3.02978 -1.37103
H: -0.47762 -2.57451 -2.96708
H: 1.27607 -3.08823 -4.53027
H: -1.74514 -1.36496 -1.67412
H: -3.45434 0.68671 -0.77787
H: -3.72684 -0.53423 -2.11743
H: -3.21464 1.01893 -4.02232
H: -1.82460 2.95168 -1.82583
H: -1.27910 2.44479 -3.51833
H: -2.69229 3.64565 -3.29050
C: 6.39874 -3.37211 -4.70072
C: 6.94591 -4.20950 -5.67107
C: 7.99886 -5.05928 -5.34614
C: 8.51645 -5.06542 -4.05036
C: 7.98439 -4.20921 -3.08546
C: 6.91640 -3.37029 -3.41035
C: 8.55464 -4.16911 -1.72114
O: 8.08539 -3.42345 -0.88048
C: 9.70690 -5.04140 -1.39827
C: 10.29202 -4.97308 -0.13295
C: 11.36628 -5.79837 0.18281
C: 11.85393 -6.70085 -0.76003
C: 11.27722 -6.76789 -2.02347
C: 10.20823 -5.93088 -2.34815
C: 9.62396 -5.98498 -3.70839
O: 10.05397 -6.77267 -4.53578
H: 5.57104 -2.71593 -4.95217
H: 6.54964 -4.20138 -6.68140
H: 8.41701 -5.71283 -6.10532
H: 6.48949 -2.71169 -2.66022
H: 9.91503 -4.27445 0.60746
H: 11.82309 -5.73987 1.16577
H: 12.68766 -7.34976 -0.51075
H: 11.66457 -7.46962 -2.75545
C: -9.28941 -0.91933 0.41686
C: -10.38258 -1.74538 0.16307
C: -10.18254 -3.06598 -0.22530
C: -8.88636 -3.56134 -0.37270
C: -7.79308 -2.72687 -0.14188
C: -7.99693 -1.40813 0.26433
C: -6.41246 -3.22411 -0.34193
O: -5.45672 -2.49579 -0.13654
C: -6.21166 -4.61572 -0.80327
C: -4.91913 -5.08061 -1.05154
C: -4.71979 -6.39115 -1.47269
C: -5.80875 -7.24445 -1.63841
C: -7.09844 -6.78345 -1.39745
C: -7.30311 -5.46464 -0.98856
C: -8.68222 -4.97311 -0.76910
O: -9.63695 -5.71800 -0.91802
H: -9.44583 0.10849 0.72844
H: -11.39153 -1.35990 0.27002
H: -11.03794 -3.70622 -0.41671
H: -7.14907 -0.75860 0.45804
H: -4.06566 -4.42209 -0.92144
H: -3.71430 -6.74893 -1.67017
H: -5.65195 -8.26914 -1.96016
H: -7.94302 -7.45166 -1.53304
C: -7.52308 8.63051 0.47856
C: -7.00688 7.78906 -0.50481
C: -5.94546 6.94089 -0.20875
C: -5.38848 6.94049 1.07048
C: -5.88933 7.80030 2.04810
C: -6.96620 8.63786 1.75267
C: -5.27493 7.84488 3.39553
O: -5.71522 8.59414 4.25181
C: -4.11405 6.97296 3.68316
C: -3.48782 7.04443 4.92891
C: -2.40409 6.21875 5.21216
C: -1.94755 5.31272 4.25689
C: -2.56531 5.24268 3.01289
C: -3.64387 6.07972 2.72039
C: -4.27059 6.02129 1.38118
O: -3.86856 5.23212 0.54497
H: -8.35758 9.28571 0.24927
H: -7.43398 7.79301 -1.50258
H: -5.55077 6.28365 -0.97753
H: -7.36915 9.29946 2.51293
H: -3.83991 7.74556 5.67920
H: -1.91557 6.27972 6.17953
H: -1.10615 4.66337 4.48096
H: -2.20224 4.53834 2.27081

***

The following is a quantum chemistry calculation of 2 unconnected molecules or ions with the total composition CH5NOS2 in a non-equilibrium geometry, from OMol25.

Computed properties:
Kohn-Sham gap	8.80	eV
spin multiplicity	1
LUMO	-0.137	eV
energy relative to the best compared isomer or geometry (same formula, charge and spin)	27.3	kcal/mol
F_max	3.673	eV Å⁻¹
E_HOMO	-8.94	eV
SMILES	NC=O.SS

Cartesian coordinates (Å):
S: -1.05579 1.88385 1.35859
S: -2.48348 0.46773 0.58750
H: -1.47435 1.72249 2.63341
H: -2.76178 -0.05790 1.83662
C: 2.49776 -1.67308 -1.96341
N: 2.65751 -0.61818 -1.05438
O: 2.55190 -2.80537 -1.54977
H: 2.00253 -1.54352 -2.93704
H: 3.02321 -0.87140 -0.20872
H: 1.83435 -0.06617 -0.90244

***

The following is a quantum chemistry calculation of a molecular structure, H40LiO20 in a non-equilibrium geometry, from OMol25.

Computed properties:
Kohn-Sham gap	9.35	eV
spin multiplicity	1
charge	+1
LUMO	-3.165	eV
F_max	1.455	eV Å⁻¹
E_HOMO	-12.52	eV

Cartesian coordinates (Å):
Li: 0.05403 0.34118 0.10085
O: -2.87278 2.36078 2.34557
H: -3.31082 3.20820 2.26664
H: -3.12319 2.04099 3.21232
O: 4.64875 0.73609 1.05167
H: 4.42511 1.51128 0.53660
H: 5.60530 0.70478 1.03521
O: -0.69668 -1.71952 -0.48723
H: -1.50141 -1.49355 -0.95370
H: -0.12674 -2.09351 -1.15919
O: 0.76307 -2.47021 -2.60175
H: 1.69257 -2.24165 -2.60613
H: 0.57427 -2.72481 -3.50494
O: 3.00235 -0.73232 2.55758
H: 3.49593 -1.39633 3.03893
H: 3.66919 -0.23051 2.08880
O: -1.69756 1.37626 0.33687
H: -2.32773 1.66764 -0.32208
H: -2.07012 1.66567 1.16974
O: 1.74118 1.39467 3.92046
H: 2.33113 1.15991 3.20416
H: 2.04459 0.87161 4.66248
O: -0.00463 -0.09534 2.05784
H: 0.82276 -0.52485 2.27503
H: -0.48112 -0.05900 2.88722
O: -3.91761 -0.57244 3.49755
H: -3.27656 -0.16542 4.08032
H: -3.39277 -1.09408 2.89037
O: -2.79916 -0.89042 -2.30950
H: -2.92660 0.01157 -2.01556
H: -2.36387 -0.80712 -3.15791
O: 1.81625 -0.45762 -0.18104
H: 2.21654 -0.88443 -0.93857
H: 2.55760 -0.16427 0.34865
O: -1.38466 -4.67144 0.56539
H: -1.66759 -5.12625 1.35869
H: -1.55453 -3.74679 0.74535
O: -3.03772 1.84804 -2.16289
H: -2.60892 1.98261 -3.00803
H: -3.44081 2.69247 -1.96115
O: 0.50002 3.65803 3.15056
H: 0.01120 3.51503 2.34010
H: 0.61156 2.78257 3.52119
O: 3.20372 -1.12586 -2.52849
H: 4.01294 -1.45638 -2.91855
H: 3.13458 -0.22549 -2.84596
O: 1.07483 3.37028 -3.65142
H: 1.31991 4.17220 -3.18980
H: 1.08847 3.61265 -4.57733
O: -2.48739 -1.96311 1.83634
H: -3.04966 -2.28490 1.13168
H: -1.63646 -1.82507 1.42031
O: 1.54655 -3.54374 0.42573
H: 1.36498 -4.28726 -0.14911
H: 1.27567 -2.77757 -0.08008
O: 0.69986 1.84632 -1.06538
H: 0.10160 2.31571 -1.64674
H: 1.53979 2.29222 -1.17456
O: -1.88882 -0.05269 -4.74679
H: -1.56753 -0.08481 -5.64789
H: -1.73305 0.84981 -4.46848

***

The following is a quantum chemistry calculation of 3 unconnected molecules or ions with the total composition C3H12NO3 in a non-equilibrium geometry, from OMol25.

Computed properties:
Kohn-Sham gap	11.34	eV
spin multiplicity	1
charge	+1
LUMO	-2.994	eV
energy relative to the best compared isomer or geometry (same formula, charge and spin)	12.2	kcal/mol
F_max	1.792	eV Å⁻¹
E_HOMO	-14.33	eV

Cartesian coordinates (Å):
O: -0.52267 -0.17592 2.31680
C: -0.55148 0.90614 1.78890
C: 0.03321 1.06896 0.36463
C: 1.39079 1.74943 0.41708
N: 0.10146 -0.28826 -0.27615
H: -1.02525 1.75395 2.27723
H: -0.75338 1.67166 -0.17065
H: 1.25426 2.83431 0.32565
H: 2.19468 1.42276 -0.23784
H: 1.80227 1.81845 1.40381
H: 0.08821 -0.13293 -1.30323
H: -0.66574 -0.87170 0.04887
H: 0.93494 -0.85660 -0.02884
H: -0.26450 0.87279 -3.77580
H: -1.69203 0.47978 -3.67226
O: -0.88328 0.50042 -3.12821
H: -0.20908 -3.63070 0.30881
H: 0.87886 -3.59207 -0.80276
O: 0.34118 -3.05590 -0.22052

***

Calculated total energy, respectively: -21763.8042; -21011.4034; -25113.3172; -194456.8531; -26325.2191; -41802.8998; -10931.6162 eV.